Entry 1:
Density functional theory data (wB97M-V/def2-TZVPD) for C9H14N2O5 in the gas phase in a non-equilibrium geometry.

The geometry in ORCA input format:
```
! wB97M-V def2-TZVPD RIJCOSX def2/J DEFGRID3
* xyz 0 1
C -2.084 -2.030 -0.781
H 4.606 -0.366 -1.139
H 0.643 1.818 1.165
O 0.925 -1.216 1.804
C 1.964 1.175 -0.663
H -0.994 0.560 -1.484
O 2.486 -1.125 -0.840
H 2.799 0.071 1.245
C -1.508 0.261 -0.572
H -3.510 -0.679 -0.080
N 2.393 0.893 1.695
H 1.235 1.437 -1.554
N -0.632 -0.589 0.313
O -2.463 1.822 1.024
C -2.675 -0.646 -0.827
H 2.675 2.000 -0.464
H -0.480 -2.745 0.348
H -3.226 -0.563 -1.732
H -1.887 -2.033 1.490
H -2.516 2.749 1.245
O 4.195 0.485 -1.050
C -1.279 -1.961 0.478
H -1.436 -2.149 -1.693
H -2.772 -2.810 -0.668
C 2.932 -0.013 -0.829
C 1.324 0.972 0.855
O -1.675 2.669 -0.888
C 0.486 -0.382 1.012
H 2.240 0.708 2.720
C -1.765 1.686 -0.134
*
```

Its LUMO energy is 0.58 eV. The value obtained for the HOMO-LUMO gap is 0.3608 Ha. The SMILES is N[C@@H](CC(=O)O)C(=O)N1CCC[C@H]1C(=O)O. For the energy above the lowest of the compared OMol25 structures with the same formula, charge and spin, the calculation gives 66.7 kcal per mole.

Atomic partial charges in e from the natural (NBO) method, atoms 1 to 4:
1. C -0.4066
2. H 0.4860
3. H 0.2013
4. O -0.6402

***

Entry 2:
Density functional theory data (wB97M-V/def2-TZVPD) for C9H14N2O7 in the gas phase in a non-equilibrium geometry.

The geometry in ORCA input format:
```
! wB97M-V def2-TZVPD RIJCOSX def2/J DEFGRID3
* xyz 0 1
O -4.545 1.131 1.443
H 2.751 1.517 1.173
O -3.279 1.259 -0.595
C 4.122 -0.097 0.192
O 3.139 0.307 -2.333
H 3.442 1.922 -0.431
H -2.083 -0.784 2.394
H -1.888 -0.627 -1.457
H 0.803 1.283 -0.552
H -3.442 -1.482 -0.237
H 4.433 0.036 -1.726
C 3.108 1.131 0.174
C -3.516 -0.838 0.787
O 0.326 -2.240 1.404
H -1.704 -2.091 1.027
C -3.673 0.616 0.435
H 0.051 0.266 -2.020
O 4.315 -0.888 1.016
H -4.308 -1.210 1.537
C -1.016 -0.274 0.467
C 0.303 -1.149 0.739
H -0.796 0.644 1.050
C -2.074 -0.948 1.285
N 1.425 -0.633 0.086
N -1.257 0.142 -0.916
C 1.998 0.249 -1.970
O 4.901 -0.070 -0.840
H 2.200 -1.069 0.538
H -4.312 2.058 1.467
O 0.894 0.185 -2.682
H -1.946 1.076 -0.888
C 1.631 0.577 -0.570
*
```

Its LUMO energy is -0.33 eV. The value obtained for the HOMO-LUMO gap is 0.3418 Ha. The SMILES is N[C@@H](CCC(=O)O)C(=O)N[C@@H](CC(=O)O)C(=O)O. For the energy above the lowest of the compared OMol25 structures with the same formula, charge and spin, the calculation gives 133.0 kcal per mole.

Atomic partial charges in e from the natural (NBO) method, atoms 1 to 4:
1. O -0.6715
2. H 0.2259
3. O -0.6268
4. C 0.7817